Entry 1:
The following is a quantum chemistry calculation of C42H47F12N4O7PS3SbTeYb as an isolated structure at a distorted geometry, from OMol25.

CARTESIAN COORDINATES (ANGSTROEM)
Yb: 1.875 -0.951 0.135
F: 2.550 -5.250 3.040
C: 2.674 -4.062 3.783
F: 3.072 -4.474 4.988
F: 1.463 -3.517 3.884
S: 3.838 -2.854 2.856
O: 3.261 -2.811 1.504
O: 5.192 -3.270 3.038
N: 3.611 -1.505 3.741
S: 2.405 -0.418 3.612
O: 2.029 -0.025 2.228
O: 1.260 -0.575 4.450
C: 3.603 0.941 4.165
F: 4.659 0.990 3.330
F: 2.931 2.129 4.143
F: 4.087 0.776 5.404
C: -5.828 -2.100 -3.026
C: -4.519 -2.321 -2.335
C: -4.550 -2.691 -0.975
C: -3.379 -3.031 -0.355
C: -2.142 -2.801 -1.036
C: -2.119 -2.413 -2.363
C: -3.321 -2.204 -3.049
S: -0.603 -3.075 -0.147
O: 0.598 -2.670 -0.950
O: -0.581 -4.486 0.194
N: -0.472 -1.988 1.026
C: -1.154 -2.107 2.214
C: -1.204 -3.437 2.905
C: -1.837 -3.538 4.114
C: -2.549 -2.437 4.570
C: -2.464 -1.227 3.880
N: -1.845 -1.067 2.728
H: -6.209 -3.007 -3.522
H: -5.746 -1.364 -3.841
H: -6.601 -1.763 -2.354
H: -5.496 -2.718 -0.395
H: -3.367 -3.456 0.659
H: -1.148 -2.268 -2.849
H: -3.371 -1.948 -4.100
H: -0.811 -4.335 2.399
H: -1.818 -4.485 4.682
H: -3.090 -2.456 5.520
H: -2.979 -0.350 4.178
C: 4.425 -5.290 -0.591
Sb: 2.259 -5.639 -0.443
C: 1.869 -6.014 -2.564
C: 2.031 -7.672 0.384
H: 4.654 -4.739 -1.519
H: 5.073 -6.201 -0.489
H: 4.733 -4.624 0.251
H: 2.556 -6.821 -2.938
H: 1.951 -5.079 -3.115
H: 0.846 -6.410 -2.709
H: 3.014 -8.192 0.367
H: 1.306 -8.299 -0.161
H: 1.669 -7.567 1.428
F: 3.918 -0.155 0.433
P: 4.755 -0.593 -1.011
F: 3.394 -1.602 -1.291
F: 5.370 -1.020 -2.450
F: 5.948 0.422 -0.628
F: 3.848 0.590 -1.743
F: 5.491 -1.808 -0.270
C: -6.303 4.186 2.294
C: -4.906 3.674 2.052
C: -3.791 4.242 2.657
C: -2.510 3.868 2.253
C: -1.265 4.249 3.008
C: -2.371 2.978 1.202
Te: -0.367 2.484 0.325
N: 0.496 1.205 -1.089
C: -0.128 1.514 -2.247
O: -0.988 2.432 -2.401
C: 0.270 0.642 -3.457
C: -0.513 0.550 -4.608
C: 0.057 0.095 -5.786
C: 1.325 -0.437 -5.779
C: 2.083 -0.482 -4.591
C: 1.510 -0.004 -3.426
C: 0.580 4.320 -0.407
C: -0.076 5.373 -1.054
C: -1.546 5.371 -1.110
C: 0.652 6.419 -1.581
C: 2.067 6.505 -1.475
C: 2.726 7.654 -2.169
C: 2.682 5.447 -0.807
C: 1.952 4.430 -0.191
C: 2.717 3.372 0.563
C: -3.493 2.351 0.636
C: -3.355 1.162 -0.270
C: -4.762 2.735 1.044
H: -6.609 4.082 3.317
H: -6.978 3.685 1.631
H: -6.304 5.273 2.079
H: -3.848 4.900 3.546
H: -1.484 4.662 3.983
H: -0.683 5.001 2.496
H: -0.570 3.399 3.174
H: -1.559 0.880 -4.536
H: -0.550 0.143 -6.698
H: 1.786 -0.854 -6.667
H: 3.108 -0.871 -4.554
H: 2.028 -0.128 -2.481
H: -1.924 4.402 -1.512
H: -1.907 6.217 -1.745
H: -1.983 5.549 -0.089
H: 0.127 7.254 -1.973
H: 1.929 8.162 -2.765
H: 3.517 7.392 -2.873
H: 3.127 8.371 -1.451
H: 3.746 5.370 -0.751
H: 3.780 3.557 0.389
H: 2.501 2.334 0.203
H: 2.518 3.372 1.645
H: -2.975 0.276 0.277
H: -2.621 1.398 -1.055
H: -4.286 0.880 -0.797
H: -5.646 2.293 0.610

HOMO (spin up / spin down) = -7.2 / -7.2 eV
Electronic energy = -184378.28579 eV
Frontier orbital gap (spin up / spin down) = 5.60 / 4.93 eV
Multiplicity = 2
Expectation value of S² = 0.75
Relative energy (zero: lowest compared OMol25 entry of this formula, charge and spin) = 11.0 kcal/mol

These are the Löwdin partial charges, in e, on atoms 1 to 4:
1. Yb 1.80
2. F 0.05
3. C -0.57
4. F 0.15

=====

Entry 2:
The following is a quantum chemistry calculation of C42H47N15STl as an isolated structure at a distorted geometry, from OMol25.

CARTESIAN COORDINATES (ANGSTROEM)
Tl: 0.466 1.188 0.474
N: -2.401 4.057 2.332
C: -1.624 3.534 1.349
S: 0.087 3.798 1.465
N: -2.208 2.898 0.382
N: -1.471 2.253 -0.508
C: -1.763 2.338 -1.801
C: -3.013 3.001 -2.246
C: -4.242 2.414 -1.974
C: -5.401 2.986 -2.467
C: -5.340 4.143 -3.224
C: -4.120 4.757 -3.454
C: -2.959 4.192 -2.960
C: -0.836 1.939 -2.735
C: -0.910 2.056 -4.211
C: 0.198 0.657 -5.495
C: 1.031 -0.416 -4.956
C: 1.492 -0.054 -3.644
N: 0.353 1.298 -2.382
H: -2.015 4.810 2.878
H: -3.389 4.103 2.136
H: -4.277 1.506 -1.389
H: -6.355 2.520 -2.271
H: -6.244 4.571 -3.625
H: -4.073 5.670 -4.026
H: -2.005 4.675 -3.116
H: -1.495 2.880 -4.602
H: 0.165 0.728 -6.579
H: 1.000 -1.423 -5.335
H: 2.416 -0.501 -3.296
C: 4.691 -1.681 -1.959
C: 4.238 -3.045 -2.388
C: 5.195 -3.937 -2.863
C: 4.861 -5.189 -3.341
C: 3.537 -5.593 -3.343
C: 2.567 -4.724 -2.885
C: 2.901 -3.453 -2.419
N: 1.807 -2.592 -2.139
C: 1.599 -1.714 -1.105
N: 2.170 -2.068 0.074
C: 2.553 -1.299 1.183
C: 2.263 0.049 1.370
C: 2.853 0.744 2.413
C: 3.671 0.101 3.323
C: 3.879 -1.261 3.202
C: 3.344 -1.969 2.142
C: 3.629 -3.439 2.011
N: 0.857 -0.669 -1.227
C: 0.348 -0.196 -2.447
C: 1.320 1.457 -3.481
C: 0.539 1.933 -4.705
C: -1.274 0.687 -4.882
C: -1.618 -0.426 -3.968
C: -0.937 -0.840 -2.894
C: -1.422 -2.033 -2.120
H: 5.745 -1.715 -1.698
H: 4.140 -1.293 -1.108
H: 4.580 -0.978 -2.785
H: 6.225 -3.617 -2.888
H: 5.628 -5.844 -3.724
H: 3.257 -6.569 -3.708
H: 1.525 -5.011 -2.900
H: 1.169 -2.485 -2.914
H: 2.626 -2.970 0.037
H: 2.668 1.802 2.518
H: 4.128 0.653 4.130
H: 4.483 -1.778 3.934
H: 4.108 -3.799 2.916
H: 4.308 -3.637 1.179
H: 2.713 -4.013 1.868
H: 2.186 2.059 -3.215
H: 0.986 2.767 -5.232
H: -2.043 0.776 -5.651
H: -2.529 -0.953 -4.215
H: -2.441 -2.269 -2.411
H: -1.381 -1.829 -1.054
H: -0.804 -2.911 -2.311
C: -1.817 3.326 6.188
C: -1.002 2.418 7.107
C: -1.755 1.138 7.458
C: 0.370 2.086 6.490
N: 0.245 1.418 5.227
C: 0.148 1.957 4.002
N: 0.014 0.982 3.132
N: 0.031 -0.145 3.838
N: 0.166 0.096 5.073
H: -2.751 3.595 6.676
H: -2.057 2.832 5.248
H: -1.271 4.244 5.975
H: -0.798 2.965 8.033
H: -1.911 0.520 6.575
H: -2.726 1.375 7.886
H: -1.196 0.559 8.189
H: 0.923 1.429 7.164
H: 0.943 3.005 6.334
H: 0.183 3.002 3.782
N: -2.471 -3.845 1.022
C: -3.434 -2.940 1.306
N: -4.670 -3.389 1.564
N: -3.234 -1.654 1.305
C: -2.149 -1.014 1.111
N: -1.243 -0.316 0.930
H: -2.631 -4.831 1.146
H: -1.518 -3.529 0.950
H: -4.890 -4.368 1.533
H: -5.407 -2.723 1.717

Total charge = +1
HOMO (spin up / spin down) = -9.4 / -9.3 eV
Electronic energy = -82187.76165 eV
Frontier orbital gap (spin up / spin down) = 6.52 / 7.14 eV
Multiplicity = 1
Relative energy (zero: lowest compared OMol25 entry of this formula, charge and spin) = 129.6 kcal/mol

These are the Löwdin partial charges, in e, on atoms 1 to 4:
1. Tl 0.89
2. N 0.08
3. C -0.86
4. S 0.62